[1]
25
Properties=species:S:1:pos:R:3:mulliken_charge:R:1 method="wB97M-V/def2-TZVPD" gap_ev=9.94 smiles=CCCCNCC[NH3+] total_charge=+1 de_lowest_kj_mol=106.7 largest_force_ev_per_a=1.851 multiplicity=1
C -2.64789 2.43404 0.37030 -1.24
C -1.98850 1.48612 -0.64968 -0.32
C -0.48796 1.63359 -0.93148 -0.85
C 0.40840 0.78356 -0.06604 -0.55
N 0.51406 -0.65215 -0.47564 -0.24
C 0.38853 -1.55520 0.67884 -0.52
C 1.79704 -2.04609 0.98733 -0.68
N 2.57607 -2.45984 -0.25248 -0.25
H -2.57388 3.48116 0.10749 0.34
H -2.13550 2.31196 1.33804 0.30
H -3.69119 2.19514 0.56871 0.36
H -2.47825 1.71907 -1.60176 0.31
H -2.36673 0.49511 -0.37281 0.26
H -0.43175 1.36796 -1.99260 0.34
H -0.29217 2.70707 -0.87347 0.39
H 0.09079 0.93972 0.96314 0.31
H 1.43274 1.17290 -0.16133 0.30
H -0.23189 -0.77212 -1.15569 0.24
H 0.02875 -1.01699 1.55141 0.33
H -0.21518 -2.45313 0.52504 0.40
H 2.32463 -1.18655 1.40932 0.32
H 1.85997 -2.90375 1.64849 0.42
H 3.14474 -3.24801 0.02719 0.36
H 1.89050 -2.73270 -0.95394 0.33
H 3.08469 -1.70088 -0.68837 0.36


[2]
25
Properties=species:S:1:pos:R:3:mulliken_charge:R:1 method="wB97M-V/def2-TZVPD" gap_ev=8.61 smiles=CCNC[C@H]([NH3+])CC total_charge=+1 de_lowest_kj_mol=238.9 largest_force_ev_per_a=3.872 multiplicity=1
C 3.61169 0.66019 -1.06704 -1.24
C 2.60748 -0.10695 -0.17571 -0.41
N 1.28294 0.42573 -0.59791 -0.29
C 0.10403 -0.41360 -0.82577 -1.24
C -0.94789 -0.25725 0.28603 0.65
N -1.00746 -1.67151 0.92556 -0.53
C -2.41357 0.06566 0.10961 -0.89
C -2.88752 1.32889 0.83002 -1.19
H 4.68494 0.51490 -0.98148 0.38
H 3.40703 1.70583 -1.07367 0.34
H 3.32140 0.36050 -2.07906 0.30
H 2.78996 0.15555 0.91180 0.27
H 2.71622 -1.17427 -0.19170 0.42
H 1.15047 1.26137 -0.04218 0.28
H -0.29044 -0.15699 -1.81292 0.36
H 0.42525 -1.44638 -1.10681 0.46
H -0.51661 0.39868 1.11469 0.41
H -1.09428 -2.56796 0.36679 0.34
H -0.19042 -1.82925 1.53783 0.35
H -1.82894 -1.74522 1.54233 0.38
H -3.25188 -0.62582 0.22816 0.53
H -2.73115 0.25205 -0.95827 0.32
H -3.89000 1.12327 1.15741 0.33
H -2.77808 2.17434 0.19216 0.32
H -2.27316 1.56823 1.71011 0.36


Across the entries above, E_tot takes the values -348.05022 -347.99985 Ha, respectively.